This record from OMol25 describes a gas-phase ion, C4H12N6 (charge +2) in a non-equilibrium geometry. The level of theory is ωB97M-V/def2-TZVPD.

```
! wB97M-V def2-TZVPD RIJCOSX def2/J DEFGRID3
* xyz 2 3
C 0.217 -2.061 0.563
C -1.076 -0.124 0.019
C 1.526 -1.446 0.217
C 0.247 0.655 0.021
N -0.876 -1.481 0.436
N 1.366 -0.035 -0.259
N 0.319 2.210 -0.023
N 2.522 0.509 -0.612
N -1.594 -0.085 -1.362
N -2.171 0.346 1.078
H 0.023 -3.042 1.024
H 2.180 -1.551 1.085
H 2.089 -2.011 -0.573
H -0.398 2.711 -0.537
H 1.064 2.797 0.171
H 3.292 -0.020 -0.721
H 2.582 1.442 -0.949
H -2.089 0.681 -1.636
H -1.868 -0.998 -1.733
H -1.984 1.370 1.297
H -2.254 -0.249 1.950
H -3.116 0.382 0.544
*
```

E_HOMO (alpha / beta) ... -15.056 / -17.859 eV
Relative energy (zero: lowest compared OMol25 entry of this formula, charge and spin) ... 32.72 kJ/mol
HOMO-LUMO gap (alpha / beta) ... 8.37 / 7.03 eV
Calculated total energy ... -487.3264 Eh

Results of the Mulliken charge analysis, in e, for atoms 1 through 6: -0.188, 0.582, -0.515, 0.256, -0.644, 0.655